10
Properties=species:S:1:pos:R:3:forces:R:3 method="wB97M-V/def2-TZVPD" homo_ev=-9.483 relative_energy_kj_mol=65.35 fmax_ev_per_a=4.608 orbital_gap_ha=0.269 smiles="O=C(O)C(=S)C(O)=S"
O -0.462 -1.969 -0.213 -0.6913 1.0220 0.1697
C -1.113 -0.933 -0.142 0.4003 -4.4823 -0.9897
O -2.412 -0.949 -0.220 -1.8695 3.0789 0.7392
C -0.420 0.303 -0.040 1.7288 2.2545 1.4751
S -1.154 1.722 0.002 -0.0364 0.4522 -0.2146
C 1.028 0.090 0.317 0.7624 -0.7839 0.2703
O 1.151 -0.294 1.598 2.1542 0.1363 0.5021
S 2.239 0.112 -0.749 -0.1941 0.4038 -0.0625
H -2.716 0.049 -0.037 0.6248 -2.5862 -0.6970
H 2.159 -0.460 1.854 -2.8793 0.5048 -1.1924



39
Properties=species:S:1:pos:R:3:forces:R:3 method="wB97M-V/def2-TZVPD" homo_ev=-9.000 relative_energy_kj_mol=0.00 fmax_ev_per_a=2.345 orbital_gap_ha=0.346 smiles="CNC(=O)[C@@H](CCSC)NC(=O)[C@@H](C)NC(C)=O"
C -2.201 1.571 -2.843 0.2654 1.0371 -0.1737
N -1.654 0.610 -1.947 0.7210 -1.2243 1.5870
C -1.144 -0.584 -2.342 -1.1386 0.3802 -2.0143
O -1.160 -0.934 -3.537 0.3749 0.3101 1.3948
C -0.636 -1.550 -1.287 0.0638 0.4744 1.1274
C 0.779 -2.042 -1.592 -0.0875 -0.0097 0.5780
C 1.825 -0.932 -1.747 0.3300 -1.0142 0.8221
S 2.525 -0.257 -0.203 0.0547 -0.1267 0.1674
C 4.078 0.381 -0.883 -0.5266 0.1582 -0.6369
N -0.670 -0.971 0.067 1.0354 0.4281 0.3844
C -1.693 -1.011 0.953 -1.2749 -1.2500 -0.7445
O -2.719 -1.649 0.697 0.6992 0.6969 0.4040
C -1.606 -0.324 2.324 0.1160 0.9650 0.3405
C -1.522 -1.347 3.459 -0.6244 0.1108 -0.5411
N -0.482 0.586 2.502 1.2824 -0.3073 1.1635
C -0.181 1.655 1.747 -0.1508 0.4926 -0.7532
C 1.007 2.497 2.169 -1.2394 0.9806 0.5358
O -0.821 1.928 0.740 -0.1069 0.0502 -0.0597
H -1.481 1.739 -3.638 -0.0522 0.1684 -0.2614
H -3.125 1.250 -3.286 -0.4875 -0.3153 -0.2552
H -2.393 2.531 -2.324 0.2511 -0.6409 -0.1308
H -1.629 0.810 -0.948 0.0469 0.1582 -0.3995
H -1.287 -2.411 -1.299 -0.4071 -0.1630 -0.0050
H 0.696 -2.605 -2.529 0.2600 0.1073 0.2082
H 1.060 -2.717 -0.751 -0.0436 0.2348 -0.7205
H 2.686 -1.348 -2.236 0.3454 -0.2193 -0.4571
H 1.456 -0.130 -2.320 -0.5240 0.9848 -0.8666
H 3.887 1.182 -1.615 0.0850 -0.1957 0.3938
H 4.602 -0.422 -1.394 0.0987 -0.1389 0.0244
H 4.691 0.743 -0.073 0.0948 0.1666 0.2398
H 0.179 -0.469 0.321 -0.5204 0.0162 0.1071
H -2.505 0.300 2.458 -0.0489 -0.5132 -0.4293
H -0.596 -1.879 3.320 0.3433 -0.4912 0.1757
H -1.513 -0.847 4.434 -0.1199 -0.1219 -0.2216
H -2.377 -2.032 3.375 0.3635 0.1674 0.1759
H 0.050 0.531 3.379 -0.4782 -0.2869 -0.6831
H 1.916 1.967 2.120 1.0965 -0.8097 -0.4064
H 1.026 3.370 1.501 0.1101 -0.3287 0.4029
H 0.931 2.809 3.228 -0.2073 0.0689 -0.4732



2
Properties=species:S:1:pos:R:3:forces:R:3 method="wB97M-V/def2-TZVPD" homo_ev=-8.088 relative_energy_kj_mol=717.30 fmax_ev_per_a=4.244 orbital_gap_ha=0.208
C 0.000 0.000 1.339 0.0000 0.0000 -4.2442
C 0.000 0.000 -1.339 0.0000 0.0000 4.2442



10
Properties=species:S:1:pos:R:3:forces:R:3 method="wB97M-V/def2-TZVPD" homo_ev=-15.235 relative_energy_kj_mol=301.49 charge=+1 fmax_ev_per_a=4.240 orbital_gap_ha=0.401 smiles="[NH3+][C@H]1NC1=O"
N -1.202 0.570 -0.475 3.0939 1.5848 2.4279
C 0.319 0.327 0.521 -1.3853 0.4091 0.0739
N 0.581 -1.025 0.603 0.9860 -1.6099 -0.6787
C 1.379 -0.320 -0.224 -0.2784 -0.3301 -0.9354
O 2.199 -0.288 -1.063 0.5503 -0.1447 -0.0726
H -0.955 0.885 -1.394 0.1261 0.2151 -0.6220
H -1.830 1.196 -0.006 -0.4775 0.4522 0.0925
H -1.527 -0.343 -0.451 -1.0930 -2.1539 -0.3030
H 0.515 0.927 1.404 -1.2222 0.8365 -0.2418
H 0.521 -1.929 1.083 -0.2999 0.7409 0.2592



Copy entry 1 word for word.
10
Properties=species:S:1:pos:R:3:forces:R:3 method="wB97M-V/def2-TZVPD" homo_ev=-9.483 relative_energy_kj_mol=65.35 fmax_ev_per_a=4.608 orbital_gap_ha=0.269 smiles="O=C(O)C(=S)C(O)=S"
O -0.462 -1.969 -0.213 -0.6913 1.0220 0.1697
C -1.113 -0.933 -0.142 0.4003 -4.4823 -0.9897
O -2.412 -0.949 -0.220 -1.8695 3.0789 0.7392
C -0.420 0.303 -0.040 1.7288 2.2545 1.4751
S -1.154 1.722 0.002 -0.0364 0.4522 -0.2146
C 1.028 0.090 0.317 0.7624 -0.7839 0.2703
O 1.151 -0.294 1.598 2.1542 0.1363 0.5021
S 2.239 0.112 -0.749 -0.1941 0.4038 -0.0625
H -2.716 0.049 -0.037 0.6248 -2.5862 -0.6970
H 2.159 -0.460 1.854 -2.8793 0.5048 -1.1924